Computed, not measured: C15H50CuF3N22O13 as an isolated structure at a distorted geometry, with ωB97M-V/def2-TZVPD.

Computed properties:
DFT total energy ... -128562.1251 eV
E_HOMO ... -0.338 Ha
LUMO ... -1.12 eV
Frontier orbital gap ... 8.08 eV
Energy above the lowest of the compared OMol25 structures with the same formula, charge and spin ... 98.7 kcal per mole

The geometry in XYZ format:
```
104
C15H50CuF3N22O13 (ωB97M-V/def2-TZVPD)
Cu 9.083 29.448 8.296
C 12.265 28.250 7.427
O 13.374 28.656 8.262
O 11.157 27.762 8.181
C 11.938 29.416 6.469
F 11.305 30.376 7.091
F 13.021 30.012 5.906
F 11.155 29.053 5.497
C 14.295 27.666 8.758
C 15.057 28.316 9.882
H 15.520 29.273 9.638
H 14.436 28.576 10.739
H 15.967 27.720 9.948
H 14.859 27.263 7.917
H 13.916 26.775 9.259
H 12.560 27.462 6.734
C 16.121 28.243 13.678
O 17.141 27.725 13.265
N 16.090 29.183 14.466
N 14.864 27.895 13.324
H 16.904 29.703 14.762
H 15.296 29.265 15.085
H 14.229 28.681 13.345
H 14.682 27.117 12.706
C 8.459 29.659 4.790
O 8.486 29.795 6.013
N 8.435 30.548 3.871
N 8.346 28.526 4.227
H 8.588 31.517 4.112
H 8.295 30.129 2.962
H 8.467 28.578 3.226
H 8.431 27.703 4.806
C 16.931 24.185 10.342
O 17.364 23.668 9.351
N 15.744 24.645 10.405
N 17.694 24.520 11.376
H 15.381 25.255 11.122
H 15.055 24.396 9.709
H 17.288 25.218 11.983
H 18.633 24.157 11.296
C 15.816 33.179 10.506
O 14.621 33.286 10.191
N 16.712 34.092 10.241
N 16.218 32.153 11.135
H 16.493 34.838 9.596
H 17.690 33.854 10.325
H 15.423 31.566 11.341
H 17.182 31.856 11.082
C 12.002 30.957 10.820
O 11.776 31.622 11.827
N 11.360 29.851 10.560
N 12.893 31.137 9.909
H 11.433 29.230 9.767
H 10.801 29.644 11.376
H 13.093 30.454 9.193
H 13.369 32.006 10.105
C 15.823 32.109 6.409
O 16.897 32.551 6.496
N 15.168 32.073 5.251
N 15.155 31.389 7.262
H 15.570 32.507 4.433
H 14.175 31.889 5.225
H 15.448 31.275 8.222
H 14.279 31.005 6.939
C 9.087 25.175 5.998
O 8.637 26.244 5.612
N 8.638 24.041 5.666
N 9.974 24.936 6.904
H 7.961 24.027 4.917
H 9.025 23.178 6.021
H 10.020 24.027 7.342
H 10.524 25.730 7.201
C 10.242 26.737 11.437
O 10.207 26.906 12.655
N 11.290 26.383 10.694
N 9.213 27.180 10.796
H 12.153 26.009 11.062
H 11.413 26.786 9.776
H 9.256 26.835 9.848
H 8.403 27.476 11.321
C 9.661 33.090 5.783
O 9.134 33.008 4.674
N 9.117 33.330 6.982
N 10.970 33.011 6.005
H 8.126 33.188 7.114
H 9.733 33.099 7.749
H 11.287 33.453 6.856
H 11.553 32.907 5.187
C 19.624 31.835 10.613
O 18.974 32.885 10.658
N 20.909 31.711 10.742
N 19.083 30.661 10.443
H 21.246 32.644 10.931
H 21.377 30.891 10.385
H 18.121 30.501 10.178
H 19.747 29.904 10.364
C 11.332 29.367 1.331
O 10.194 29.481 1.040
N 12.236 28.855 0.541
N 11.826 29.671 2.533
H 11.953 28.627 -0.401
H 13.127 28.590 0.934
H 11.350 30.315 3.148
H 12.798 29.484 2.735
```



Computed, not measured: a 9-piece molecular cluster, C15H50N2O9 overall at a distorted geometry, with ωB97M-V/def2-TZVPD.

Computed properties:
Structure (SMILES) ... COC[C@H](C)N.COC[C@H](C)N.CO.CO.CO.CO.CO.CO.CO
DFT total energy ... -37768.8638 eV
E_HOMO ... -0.353 Ha
LUMO ... 0.40 eV
Frontier orbital gap ... 10.01 eV
Energy above the lowest of the compared OMol25 structures with the same formula, charge and spin ... 13.3 kcal per mole

The geometry in XYZ format:
```
76
C15H50N2O9 (ωB97M-V/def2-TZVPD)
C -16.998 2.812 2.585
O -16.137 1.788 2.140
H -16.681 3.727 2.084
H -18.034 2.691 2.269
H -16.876 2.896 3.665
H -16.280 1.013 2.688
C -16.309 -1.074 0.164
O -16.731 -1.814 -0.965
H -16.745 -1.485 1.074
H -15.234 -1.223 0.266
H -16.430 0.002 0.033
H -16.291 -1.497 -1.757
C -16.095 -4.055 3.300
O -17.048 -3.253 2.698
H -15.954 -4.855 2.573
H -15.159 -3.524 3.476
H -16.456 -4.557 4.198
H -17.576 -3.860 2.174
C -16.619 2.547 7.041
O -17.213 2.221 8.250
H -15.878 1.803 6.752
H -17.293 2.798 6.222
H -16.032 3.453 7.191
H -17.508 1.314 8.138
C -15.998 -0.776 5.006
O -16.510 -0.520 3.665
H -14.914 -0.657 4.987
H -16.351 0.033 5.645
H -16.235 -1.756 5.422
H -16.412 -1.360 3.211
C -12.800 -2.644 6.914
O -13.372 -3.478 5.984
H -12.949 -2.854 7.973
H -11.732 -2.500 6.748
H -13.223 -1.645 6.803
H -13.548 -4.340 6.369
C -12.211 -1.456 3.309
O -12.078 -2.813 3.555
H -13.247 -1.196 3.089
H -11.970 -0.834 4.171
H -11.415 -1.177 2.619
H -12.467 -3.016 4.409
C -20.370 -3.475 7.619
C -19.737 -3.564 6.239
C -19.967 -2.281 5.458
O -19.073 -1.225 5.906
C -19.398 -0.027 5.298
N -18.346 -3.824 6.450
H -20.051 -2.638 8.241
H -20.304 -4.428 8.144
H -21.441 -3.280 7.580
H -20.077 -4.460 5.720
H -21.010 -1.999 5.596
H -19.809 -2.478 4.398
H -19.538 -0.127 4.222
H -18.658 0.748 5.501
H -20.305 0.363 5.759
H -18.020 -3.888 5.496
H -17.937 -2.951 6.753
C -16.351 -1.289 8.780
C -17.694 -1.028 9.433
C -17.571 -0.355 10.790
O -16.621 -1.037 11.617
C -16.526 -0.475 12.922
N -18.522 -0.251 8.516
H -15.736 -1.983 9.353
H -15.754 -0.402 8.566
H -16.552 -1.777 7.826
H -18.145 -2.013 9.557
H -18.523 -0.257 11.312
H -17.211 0.673 10.741
H -16.147 0.547 12.901
H -15.931 -1.111 13.578
H -17.433 -0.447 13.525
H -19.434 -0.077 8.916
H -18.595 -0.830 7.692
```



Computed, not measured: a 11-piece molecular cluster, C15H52O15 overall at a distorted geometry, with ωB97M-V/def2-TZVPD.

Computed properties:
Structure (SMILES) ... OCCO.OCCO.OCCO.OCCO.CO.CO.CO.CO.CO.CO.CO
DFT total energy ... -47104.5849 eV
E_HOMO ... -0.343 Ha
LUMO ... 0.06 eV
Frontier orbital gap ... 9.38 eV
Energy above the lowest of the compared OMol25 structures with the same formula, charge and spin ... 59.7 kcal per mole

The geometry in XYZ format:
```
82
C15H52O15 (ωB97M-V/def2-TZVPD)
C 0.735 -2.494 2.934
O 0.139 -2.591 4.182
H 0.922 -1.452 2.675
H 1.662 -3.068 2.957
H 0.273 -2.998 2.085
H -0.174 -1.739 4.494
C 0.108 -0.484 -1.068
O -0.400 -0.704 0.215
H 1.046 0.070 -1.068
H 0.233 -1.406 -1.636
H -0.612 0.128 -1.611
H -0.075 0.039 0.729
C -2.477 0.763 -3.855
O -2.543 0.526 -5.260
H -2.370 -0.210 -3.376
H -1.559 1.287 -3.591
H -3.347 1.249 -3.413
H -3.466 0.452 -5.515
C 3.483 -0.662 1.646
O 3.954 0.335 2.551
H 2.520 -0.362 1.232
H 4.078 -0.906 0.766
H 3.399 -1.653 2.092
H 4.870 0.156 2.775
C -2.225 -3.433 -3.559
O -1.287 -4.455 -3.630
H -2.148 -2.833 -2.652
H -2.158 -2.770 -4.421
H -3.240 -3.827 -3.607
H -0.477 -4.050 -3.948
C 2.154 -3.563 -3.188
O 1.154 -3.503 -4.244
H 1.813 -4.384 -2.557
H 3.143 -3.700 -3.625
H 2.072 -2.619 -2.648
H 1.569 -3.359 -5.098
C 1.074 3.355 -3.215
O 0.036 4.185 -2.713
H 1.000 2.957 -4.227
H 2.034 3.869 -3.251
H 1.216 2.479 -2.583
H 0.370 4.765 -2.025
C 5.023 2.282 -0.760
C 3.496 2.508 -1.084
O 2.861 2.825 0.095
O 5.562 3.538 -0.454
H 5.488 1.947 -1.687
H 5.240 1.462 -0.075
H 3.007 1.569 -1.344
H 3.354 3.273 -1.847
H 3.423 3.398 0.622
H 6.518 3.448 -0.483
C 1.042 1.782 3.550
C 0.340 2.270 2.251
O 0.731 1.524 1.160
O 2.404 2.159 3.653
H 0.891 0.703 3.565
H 0.549 2.256 4.399
H 0.537 3.311 1.997
H -0.738 2.145 2.348
H 1.472 1.997 0.774
H 2.867 1.488 3.147
C -3.250 -1.066 3.763
C -2.143 0.030 3.816
O -1.333 -0.305 4.950
O -4.117 -1.118 4.878
H -2.921 -2.105 3.739
H -3.821 -0.952 2.841
H -2.634 0.984 4.010
H -1.498 0.080 2.938
H -1.978 -0.214 5.656
H -3.618 -1.667 5.487
C -3.607 -0.013 -0.187
C -5.134 -0.061 -0.297
O -5.729 -0.684 0.806
O -3.025 -1.288 -0.439
H -3.284 0.370 0.782
H -3.094 0.652 -0.882
H -5.346 -0.483 -1.279
H -5.477 0.972 -0.349
H -6.477 -1.179 0.465
H -2.081 -1.225 -0.276
```